(1)
Density functional theory data (ωB97M-V/def2-TZVPD) for an isolated molecule of C3H3NO in a non-equilibrium geometry.

```
8
Properties=species:S:1:pos:R:3:forces:R:3:lowdin_charge:R:1
C -1.2466 0.1051 0.1756 -1.23 -0.10 -0.56 0.025
C 0.1620 -0.0123 0.2050 -6.67 0.93 0.24 -0.306
C 1.4999 -0.4712 0.0238 0.97 0.67 -0.48 -0.026
N -2.6038 0.2406 0.1917 7.90 -1.53 3.05 0.087
O 1.1085 0.9570 0.2937 0.68 -0.68 0.74 -0.005
H 2.1980 -0.9904 0.7273 -1.24 0.61 -0.22 0.130
H 1.8297 -0.4806 -1.0020 0.14 -0.56 -0.24 0.102
H -2.9477 0.6519 -0.6151 -0.54 0.66 -2.53 -0.007
```
Positions in Å, forces in eV/Å.

Charge: 0
Frontier orbital gap: 8.9 eV
Multiplicity: 1
Total energy: -6692.1712 eV
Lowest unoccupied orbital energy: 0.330 eV
SMILES: N=C=C1CO1
Highest occupied orbital energy: -8.5 eV
F_max: 0.16724 hartree/bohr

(2)
Density functional theory data (ωB97M-V/def2-TZVPD) for a 2-piece molecular cluster, C3H3NO overall in a non-equilibrium geometry.

```
8
Properties=species:S:1:pos:R:3:forces:R:3:lowdin_charge:R:1
C -0.9456 -0.8698 0.5205 -0.48 1.15 -1.92 0.059
C 2.2739 0.3629 0.1189 -0.41 4.50 0.93 -0.102
C -0.9509 -0.1086 -0.5094 0.53 -1.44 0.02 -0.164
N 2.2357 -0.7047 -0.1955 0.23 -4.44 -1.14 0.073
O -0.5244 0.6504 0.5518 0.23 0.77 1.36 -0.127
H -0.9377 -1.7208 1.1375 0.16 -0.32 0.65 0.082
H 2.1370 1.4065 0.3080 0.25 -0.15 0.21 0.065
H -0.8056 0.0820 -1.5572 -0.51 -0.07 -0.10 0.114
```
Positions in Å, forces in eV/Å.

Charge: 0
Frontier orbital gap: 9.5 eV
Multiplicity: 1
Total energy: -6691.6612 eV
Lowest unoccupied orbital energy: 1.123 eV
SMILES: C1=CO1.C#N
Highest occupied orbital energy: -8.4 eV
F_max: 0.08976 hartree/bohr

(3)
Density functional theory data (ωB97M-V/def2-TZVPD) for an isolated molecule of C3H3NO in a non-equilibrium geometry.

```
8
Properties=species:S:1:pos:R:3:forces:R:3:lowdin_charge:R:1
C 0.2424 -0.5559 -0.9506 4.23 -0.38 0.77 -0.213
C -0.3327 -0.8493 0.3136 -4.29 -2.34 5.13 -0.177
C -0.8772 -1.1073 1.4272 1.01 0.95 -2.79 0.119
H 0.4846 2.3771 0.1036 -1.95 -3.76 -0.02 0.152
H 0.7283 -1.4161 -1.5622 -1.23 1.64 0.70 0.145
H -1.4337 -1.1895 2.4461 1.58 0.09 -2.59 0.080
N 0.9054 0.5700 -0.9577 -4.14 0.91 1.08 0.103
O -0.0391 1.4142 0.1219 4.78 2.90 -2.27 -0.210
```
Positions in Å, forces in eV/Å.

Charge: 0
Frontier orbital gap: 9.6 eV
Multiplicity: 1
Total energy: -6690.9931 eV
Lowest unoccupied orbital energy: -0.171 eV
SMILES: C#C/C=N\O
Highest occupied orbital energy: -9.7 eV
F_max: 0.13771 hartree/bohr

(4)
Density functional theory data (ωB97M-V/def2-TZVPD) for an isolated molecule of C3H3NO in a non-equilibrium geometry.

```
8
Properties=species:S:1:pos:R:3:forces:R:3:lowdin_charge:R:1
N -1.6874 1.0620 -1.2298 -0.17 0.31 0.36 0.112
C -1.1234 0.7868 -0.1526 0.56 -0.76 -0.46 -0.098
C -0.2405 0.1072 0.5006 -0.43 0.42 -0.25 -0.316
C 1.0893 -0.3756 0.5961 0.50 0.04 0.20 -0.037
O -0.0832 -1.1391 1.0220 0.03 -0.30 0.48 0.036
H -1.2470 0.3451 -1.8224 -0.65 0.34 -0.71 0.070
H 1.5661 -0.7395 -0.3140 -0.01 0.00 0.22 0.122
H 1.7261 -0.0469 1.4002 0.17 -0.06 0.16 0.110
```
Positions in Å, forces in eV/Å.

Charge: 0
Frontier orbital gap: 9.5 eV
Multiplicity: 1
Total energy: -6692.6500 eV
Lowest unoccupied orbital energy: 0.774 eV
SMILES: N=C=C1CO1
Highest occupied orbital energy: -8.7 eV
F_max: 0.02032 hartree/bohr

(5)
Density functional theory data (ωB97M-V/def2-TZVPD) for an isolated molecule of C3H3NO in a non-equilibrium geometry.

```
8
Properties=species:S:1:pos:R:3:forces:R:3:lowdin_charge:R:1
C -0.6791 -0.0971 -0.0409 -5.62 0.02 -2.12 -0.119
C 0.1719 -0.6019 0.9612 -0.70 2.31 0.26 -0.195
C 0.0304 0.4003 -1.1520 0.41 -0.77 6.47 -0.044
H -1.8761 0.0463 0.1774 3.13 -1.05 -1.16 0.147
H -0.0387 -0.9392 1.9725 -0.17 -0.38 -0.45 0.120
H -0.2164 0.7421 -2.1391 0.31 0.29 0.05 0.111
N 1.3292 -0.1042 0.7631 2.02 0.86 -2.35 0.086
O 1.2788 0.5538 -0.5422 0.62 -1.29 -0.70 -0.106
```
Positions in Å, forces in eV/Å.

Charge: 0
Frontier orbital gap: 10.4 eV
Multiplicity: 1
Total energy: -6693.8471 eV
Lowest unoccupied orbital energy: 0.884 eV
SMILES: c1cnoc1
Highest occupied orbital energy: -9.5 eV
F_max: 0.12704 hartree/bohr

(6)
Density functional theory data (ωB97M-V/def2-TZVPD) for a 2-piece molecular cluster, C3H3NO overall in a non-equilibrium geometry.

```
8
Properties=species:S:1:pos:R:3:forces:R:3:lowdin_charge:R:1
C 1.1754 -0.1789 -0.5592 -1.91 2.79 4.18 -0.123
C 0.8738 0.8091 0.2650 0.75 -3.68 -1.48 -0.055
C -1.4736 -0.4644 0.2158 1.51 -1.86 0.57 -0.117
N 0.6189 -0.6462 0.6473 -2.22 0.57 -1.22 0.032
O -1.5922 0.6145 -0.2221 -0.54 -0.02 0.10 0.012
H 1.4206 -0.3821 -1.5106 1.03 -1.35 -2.96 0.065
H 1.2389 1.5904 0.8210 0.23 1.86 0.98 0.066
H -2.2618 -1.3423 0.3427 1.15 1.69 -0.19 0.119
```
Positions in Å, forces in eV/Å.

Charge: 0
Frontier orbital gap (spin up / spin down): 8.5 / 8.5 eV
Multiplicity: 1
Total energy: -6690.6728 eV
Lowest unoccupied orbital energy (spin up / spin down): 0.914 / 0.913 eV
Highest occupied orbital energy (spin up / spin down): -7.6 / -7.6 eV
F_max: 0.10468 hartree/bohr